27
Properties=species:S:1:pos:R:3 method="wB97M-V/def2-TZVPD" smiles="CC[N@@H+]1[C@@H]2C=C[C@H]1c1ccccc12" energy_ev=-14152.1578 e_homo_ev=-12.8 gap_ha=0.323 lumo_ev=-3.99 de_lowest_kj_mol=230.4 multiplicity=1 charge=+1
C 3.184 -0.932 1.005
C 2.506 0.121 0.242
N 1.020 -0.026 0.340
C 0.176 -0.581 -1.160
C 0.587 0.641 -1.939
C 0.476 1.659 -1.107
C 0.180 1.252 0.301
C -1.190 0.646 0.259
C -2.297 1.035 0.973
C -3.371 0.173 0.946
C -3.395 -0.887 0.034
C -2.332 -1.259 -0.807
C -1.183 -0.456 -0.599
H 4.200 -1.156 0.825
H 3.158 -0.885 2.090
H 2.713 -1.921 0.913
H 2.643 -0.208 -0.833
H 2.732 1.241 0.282
H 0.746 -0.609 1.072
H 0.551 -1.632 -1.478
H 0.888 0.549 -2.934
H 0.564 2.719 -1.363
H 0.462 2.018 1.174
H -2.306 1.920 1.616
H -4.268 0.325 1.546
H -4.168 -1.629 -0.002
H -2.275 -2.119 -1.398